Entry P
CH2ClOP | the ωB97M-V functional and the def2-TZVPD basis

ORCA input file:
```
! wB97M-V def2-TZVPD RIJCOSX def2/J DEFGRID3
* xyz 0 1
C 2.10 -1.27 0.02
O 1.02 -1.30 0.54
P -1.53 0.38 -0.13
Cl 2.82 -0.01 -0.84
H -2.01 1.57 -0.51
H -2.39 0.65 0.93
*
```

For the HOMO-LUMO gap (alpha / beta), the calculation gives 8.18 / 7.59 eV. For the LUMO energy (alpha / beta), the calculation gives -0.0413 / -0.0461 Ha.

Mulliken population analysis, charges in e, atoms 1 to 4:
1. C 0.29
2. O -0.26
3. P -0.04
4. Cl -0.05


Entry Q
CH2ClOP | the ωB97M-V functional and the def2-TZVPD basis

ORCA input file:
```
! wB97M-V def2-TZVPD RIJCOSX def2/J DEFGRID3
* xyz 0 1
C -1.89 0.54 0.09
O -2.25 1.65 -0.23
P -0.17 0.10 0.80
Cl -3.04 -0.69 0.05
H 0.23 1.25 0.16
H 0.47 -0.77 -0.19
*
```

The structure (SMILES) is O=C(P)Cl. For the HOMO-LUMO gap, the calculation gives 10.56 eV. For the LUMO energy, the calculation gives 0.0123 Ha.

Mulliken population analysis, charges in e, atoms 1 to 4:
1. C 0.46
2. O -0.42
3. P -0.08
4. Cl -0.14


The winner here is entry Q, beating the second structure by 66.8 kcal/mol.


Entry P
CH5N2O3S | the ωB97M-V functional and the def2-TZVPD basis

ORCA input file:
```
! wB97M-V def2-TZVPD RIJCOSX def2/J DEFGRID3
* xyz -1 1
C 1.15 -0.66 -0.68
N -0.72 0.67 -1.17
N 0.49 0.63 -0.51
O 0.56 0.34 2.48
O -0.87 -1.16 1.09
O -1.48 1.19 1.29
S -0.38 0.21 1.36
H 1.88 -0.73 0.11
H 0.27 -1.47 -0.59
H 1.66 -0.60 -1.76
H -1.24 1.61 -0.88
H -1.33 -0.02 -0.73
*
```

The structure (SMILES) is CN(N)S(=O)(=O)[O-]. For the HOMO-LUMO gap, the calculation gives 8.48 eV. For the LUMO energy, the calculation gives 0.1568 Ha.

Mulliken population analysis, charges in e, atoms 1 to 4:
1. C -0.55
2. N -0.65
3. N -0.32
4. O -0.65


Entry Q
CH5N2O3S | the ωB97M-V functional and the def2-TZVPD basis

ORCA input file:
```
! wB97M-V def2-TZVPD RIJCOSX def2/J DEFGRID3
* xyz -1 1
C 1.31 0.91 1.42
N -0.08 0.31 -1.67
N -0.76 0.59 -0.57
O -1.47 -0.82 1.45
O 0.01 -1.79 -0.25
O -2.33 -1.35 -0.77
S -1.18 -0.97 0.04
H 0.85 0.00 1.73
H 2.02 0.89 0.61
H 0.82 1.83 1.64
H 0.50 1.05 -2.03
H 0.31 -0.65 -1.61
*
```

For the HOMO-LUMO gap (alpha / beta), the calculation gives 8.92 / 7.58 eV. For the LUMO energy (alpha / beta), the calculation gives 0.1480 / 0.1377 Ha.

Mulliken population analysis, charges in e, atoms 1 to 4:
1. C -0.81
2. N -0.31
3. N -0.27
4. O -0.63


The winner here is entry P, beating the second structure by 31.9 kcal/mol.


Entry P
C7H28FN14O7 | the ωB97M-V functional and the def2-TZVPD basis

ORCA input file:
```
! wB97M-V def2-TZVPD RIJCOSX def2/J DEFGRID3
* xyz -1 1
F 0.15 0.01 0.02
C 3.10 -1.26 2.11
O 3.82 -1.64 3.03
N 3.50 -1.21 0.81
N 1.84 -0.80 2.27
H 4.43 -1.40 0.48
H 2.82 -0.91 0.13
H 1.17 -0.52 1.55
H 1.34 -0.78 3.14
C -3.18 -1.14 -2.26
O -3.33 -2.34 -2.05
N -3.69 -0.53 -3.37
N -2.48 -0.31 -1.44
H -3.86 0.46 -3.35
H -4.31 -1.06 -3.96
H -1.84 -0.80 -0.84
H -2.24 0.64 -1.67
C 2.15 2.61 -1.04
O 2.76 3.65 -1.23
N 2.61 1.58 -0.25
N 0.93 2.25 -1.53
H 3.51 1.54 0.18
H 1.83 1.03 0.10
H 0.29 2.79 -2.07
H 0.67 1.28 -1.38
C -1.16 -3.63 1.11
O -1.96 -4.54 1.21
N -0.02 -3.57 1.92
N -1.25 -2.59 0.26
H 0.41 -2.67 2.06
H 0.01 -4.25 2.67
H -2.05 -2.64 -0.37
H -0.51 -1.91 0.11
C -2.74 1.47 1.46
O -3.81 1.85 1.93
N -2.08 2.14 0.48
N -2.14 0.30 1.82
H -2.43 2.92 -0.05
H -1.23 1.70 0.15
H -2.41 -0.17 2.66
H -1.38 -0.02 1.24
C 1.28 3.41 2.89
O 1.00 3.63 4.07
N 0.52 2.61 2.11
N 2.42 3.89 2.32
H 0.81 2.35 1.18
H -0.35 2.26 2.46
H 2.58 3.77 1.33
H 3.13 4.28 2.91
C 0.18 -2.13 -3.46
O 0.21 -3.17 -4.12
N 0.91 -2.03 -2.31
N -0.43 -1.01 -3.90
H 1.28 -2.87 -1.90
H 0.77 -1.25 -1.68
H -1.11 -1.08 -4.63
H -0.45 -0.19 -3.32
*
```

For the HOMO-LUMO gap, the calculation gives 9.36 eV. For the LUMO energy, the calculation gives 0.0731 Ha.

Mulliken population analysis, charges in e, atoms 1 to 4:
1. F -0.20
2. C 0.50
3. O -0.71
4. N -0.25


Entry Q
C7H28FN14O7 | the ωB97M-V functional and the def2-TZVPD basis

ORCA input file:
```
! wB97M-V def2-TZVPD RIJCOSX def2/J DEFGRID3
* xyz -1 1
F -0.67 -0.22 0.06
C -0.26 -0.87 -3.67
O -0.11 -0.85 -4.89
N 0.36 0.02 -2.82
N -1.25 -1.60 -3.07
H -0.04 -0.11 -1.89
H 0.77 0.90 -3.09
H -1.32 -1.64 -2.07
H -1.86 -2.12 -3.68
C -0.21 0.72 3.75
O 0.15 0.74 4.91
N 0.64 1.00 2.70
N -1.48 0.42 3.33
H 0.39 0.89 1.74
H 1.38 1.61 3.01
H -2.20 0.29 4.02
H -1.60 0.05 2.40
C -3.44 -2.17 -0.44
O -4.42 -2.88 -0.67
N -3.39 -0.81 -0.50
N -2.34 -2.67 0.19
H -4.18 -0.21 -0.65
H -2.46 -0.43 -0.34
H -2.29 -3.63 0.44
H -1.67 -2.02 0.56
C -2.07 3.32 0.16
O -1.37 3.31 1.17
N -2.58 2.17 -0.39
N -2.56 4.49 -0.37
H -3.03 2.33 -1.27
H -2.03 1.34 -0.20
H -2.21 5.35 0.01
H -2.97 4.45 -1.28
C 0.91 -3.42 1.38
O 1.35 -4.53 1.68
N 0.89 -2.94 0.09
N 0.24 -2.62 2.25
H 0.81 -3.59 -0.68
H 0.49 -2.02 -0.06
H 0.01 -2.87 3.19
H -0.17 -1.78 1.85
C 1.85 2.76 -1.09
O 1.22 2.85 -2.15
N 1.38 2.19 0.03
N 3.11 3.28 -0.99
H 0.46 1.76 0.02
H 1.96 1.97 0.81
H 3.53 3.45 -0.09
H 3.43 3.86 -1.74
C 4.09 -1.00 -0.21
O 5.21 -0.50 -0.23
N 3.76 -2.12 0.48
N 3.05 -0.44 -0.91
H 4.49 -2.56 1.01
H 2.81 -2.46 0.49
H 2.12 -0.80 -0.83
H 3.33 0.34 -1.47
*
```

For the HOMO-LUMO gap, the calculation gives 9.60 eV. For the LUMO energy, the calculation gives 0.0924 Ha.

Mulliken population analysis, charges in e, atoms 1 to 4:
1. F 0.09
2. C 0.38
3. O -0.72
4. N 0.04


The winner here is entry P, beating the second structure by 6.0 kcal/mol.


Entry P
C4H21N2O8 | the ωB97M-V functional and the def2-TZVPD basis

ORCA input file:
```
! wB97M-V def2-TZVPD RIJCOSX def2/J DEFGRID3
* xyz -1 1
O 0.64 -0.57 -2.51
C 0.48 -0.42 -1.32
N -0.78 -0.49 -0.77
C 1.65 -0.26 -0.34
C 2.65 0.69 -1.04
N 1.37 0.20 1.02
C 0.47 1.47 1.18
O 0.28 2.22 0.11
H -1.52 -0.21 -1.40
H -0.92 -0.22 0.19
H 2.05 -1.29 -0.28
H 3.13 0.28 -1.94
H 2.09 1.53 -1.43
H 3.52 0.89 -0.44
H 2.25 0.38 1.49
H -0.49 1.04 1.55
H 0.99 1.95 2.04
H -1.34 -2.27 1.64
H -0.80 -0.92 2.34
O -1.52 -1.57 2.31
H -0.37 -2.48 -0.08
H 0.44 -3.30 0.98
O -0.41 -3.24 0.53
H 0.57 2.22 -2.61
H 0.53 3.23 -1.51
O 0.41 3.16 -2.48
H 1.56 -1.61 1.75
H 2.55 -2.41 2.68
O 1.65 -2.39 2.34
H -4.00 0.14 1.76
H -3.12 -1.15 1.57
O -3.96 -0.71 1.31
H -1.42 2.18 -0.76
H -1.64 2.63 -2.14
O -2.13 2.17 -1.44
*
```

For the HOMO-LUMO gap, the calculation gives 7.68 eV. For the LUMO energy, the calculation gives 0.0996 Ha.

Mulliken population analysis, charges in e, atoms 1 to 4:
1. O -0.66
2. C 0.10
3. N -0.19
4. C 0.77


Entry Q
C4H21N2O8 | the ωB97M-V functional and the def2-TZVPD basis

ORCA input file:
```
! wB97M-V def2-TZVPD RIJCOSX def2/J DEFGRID3
* xyz -1 1
C -1.63 -1.26 -1.01
N -1.17 -2.57 -0.63
C -1.43 -3.14 0.57
O -1.29 -4.33 0.82
C -0.52 -0.23 -1.09
N 0.66 -0.75 -1.83
C 0.76 -0.24 -3.19
O 0.75 1.16 -3.32
H -2.33 -0.92 -0.24
H -2.18 -1.28 -1.95
H -0.76 -3.18 -1.32
H -1.77 -2.52 1.41
H -0.19 0.21 -0.15
H -0.76 0.71 -1.59
H 1.51 -0.58 -1.31
H -0.13 -0.59 -3.73
H 1.69 -0.69 -3.56
H -0.37 -0.50 2.10
H -0.07 1.01 2.20
O -0.43 0.20 2.76
H 0.31 3.59 -1.00
H 0.77 1.63 -2.47
O 0.06 2.67 -0.88
H 0.08 2.51 0.15
H 0.16 2.87 2.24
O 0.45 2.26 1.56
H 3.50 -0.91 2.35
H 2.71 -0.40 1.13
O 3.12 -1.21 1.51
H -2.14 0.23 3.05
H -3.05 1.35 2.81
O -3.11 0.42 3.06
H 1.99 1.59 -0.18
H 2.12 1.50 1.27
O 2.69 1.38 0.46
*
```

For the HOMO-LUMO gap, the calculation gives 9.70 eV. For the LUMO energy, the calculation gives 0.1163 Ha.

Mulliken population analysis, charges in e, atoms 1 to 4:
1. C -0.88
2. N -0.05
3. C 0.06
4. O -0.64


The winner here is entry P, beating the second structure by 2.3 kcal/mol.